{
  "formula": "C34H60N13O4PSr",
  "method": "ωB97M-V/def2-TZVPD",
  "symbols": ["Sr", "C", "C", "C", "C", "C", "C", "N", "C", "C", "N", "C", "C", "O", "O", "C", "C", "C", "C", "C", "C", "N", "C", "C", "N", "C", "C", "O", "O", "H", "H", "H", "H", "H", "H", "H", "H", "H", "H", "H", "H", "H", "H", "H", "H", "H", "H", "H", "H", "H", "H", "H", "H", "H", "H", "H", "H", "H", "H", "H", "H", "H", "H", "H", "H", "H", "H", "H", "N", "C", "N", "C", "N", "N", "C", "N", "C", "C", "C", "C", "C", "N", "H", "H", "H", "H", "H", "H", "H", "H", "C", "N", "C", "N", "C", "N", "C", "P", "C", "C", "H", "H", "H", "H", "H", "H", "H", "H", "H", "H", "H", "H", "H"],
  "positions_angstrom": [[-0.3945, -0.5295, 0.3761], [1.0960, 0.5331, -5.3652], [1.4122, 0.4930, -3.8605], [2.9230, 0.2784, -3.7710], [3.7237, 0.4375, -2.4698], [5.0360, -0.3175, -2.6898], [3.9840, 1.9028, -2.1521], [2.9474, -0.1049, -1.2553], [3.7969, -0.7404, -0.1979], [3.3113, -0.4820, 1.2113], [1.9573, -0.9291, 1.5347], [1.3509, 0.0908, 2.4127], [1.2110, 1.4777, 1.7002], [1.1684, 2.4812, 2.3970], [1.1017, 1.4263, 0.4176], [1.8284, -2.3324, 2.0769], [3.1252, -3.1393, 2.0718], [0.6380, -3.1260, 1.4812], [0.5748, -3.7140, 0.0385], [1.4623, -4.9542, -0.0995], [-0.8820, -4.1425, -0.1608], [0.9516, -2.6630, -0.9606], [0.4626, -2.9135, -2.3350], [0.9714, -1.8779, -3.3317], [0.5867, -0.4810, -3.0789], [-0.8251, -0.2238, -3.4518], [-1.9714, -0.6236, -2.5075], [-3.0983, -0.3396, -2.8810], [-1.6456, -1.1797, -1.4094], [1.7413, 1.2599, -5.8581], [0.0700, 0.8187, -5.5750], [1.2811, -0.4366, -5.8316], [1.1674, 1.4718, -3.4307], [3.3664, 1.0165, -4.4427], [3.1762, -0.6804, -4.2284], [5.4206, -0.0170, -3.6639], [4.8838, -1.3973, -2.7255], [5.8105, -0.0859, -1.9621], [4.6513, 2.3301, -2.8996], [4.4560, 2.0241, -1.1734], [3.0453, 2.4606, -2.1619], [2.4032, 0.6634, -0.8156], [2.2040, -0.7436, -1.5627], [4.7846, -0.2950, -0.2600], [3.9001, -1.7963, -0.4400], [3.3636, 0.5976, 1.3648], [4.0555, -0.8960, 1.8935], [1.9009, 0.2432, 3.3478], [0.3349, -0.2253, 2.7124], [1.5679, -2.2315, 3.1372], [3.5849, -3.2287, 1.0882], [2.8996, -4.1499, 2.4103], [3.8630, -2.7344, 2.7613], [-0.2995, -2.5772, 1.6524], [0.5042, -3.9695, 2.1644], [1.2176, -5.6894, 0.6676], [2.5246, -4.7223, -0.0165], [1.3000, -5.4290, -1.0678], [-1.1939, -4.7499, 0.6893], [-1.0014, -4.7498, -1.0568], [-1.5565, -3.2876, -0.2491], [1.9684, -2.7130, -1.0029], [-0.6201, -2.9128, -2.3163], [0.7974, -3.8887, -2.7083], [0.6524, -2.2080, -4.3303], [2.0654, -1.9479, -3.3355], [-1.0609, -0.6710, -4.4237], [-0.9419, 0.8543, -3.5800], [-1.1913, -1.8630, 4.1044], [-2.3679, -1.5574, 3.4706], [-3.4498, -2.1444, 3.9455], [-4.5898, -1.7993, 3.3377], [-5.7132, -2.3999, 3.7184], [-4.6794, -0.8543, 2.3796], [-3.5361, -0.3719, 1.9535], [-2.3154, -0.7244, 2.4080], [-3.6331, 0.6484, 0.8632], [-4.8786, 1.0925, 0.4437], [-4.9494, 1.9896, -0.6093], [-3.7751, 2.3987, -1.2170], [-2.5789, 1.9013, -0.7294], [-2.4975, 1.0590, 0.2969], [-1.3354, -2.3882, 4.9553], [-0.5423, -1.1007, 4.2120], [-5.6870, -3.0963, 4.4422], [-6.5846, -2.1428, 3.2896], [-5.7643, 0.7171, 0.9309], [-5.9082, 2.3405, -0.9654], [-3.7824, 3.0561, -2.0750], [-1.6365, 2.1750, -1.1988], [-0.2470, 7.0813, -0.0561], [-0.2264, 5.9012, 0.9284], [1.1574, 5.8491, 1.6006], [2.1816, 5.8010, 0.6199], [2.0955, 6.9444, -0.2820], [0.8196, 6.9931, -0.9884], [0.6631, 5.8793, -1.9374], [0.6674, 4.2116, -1.1181], [-0.5370, 4.6072, 0.2395], [2.1979, 4.5271, -0.0993], [-0.1509, 7.9807, 0.5532], [-1.2185, 7.0655, -0.5496], [-0.9264, 6.0685, 1.6519], [1.1659, 4.9594, 2.2303], [1.2319, 6.7580, 2.1984], [2.9051, 6.8910, -1.0080], [2.2092, 7.8620, 0.2982], [1.4762, 5.9209, -2.6642], [-0.2651, 6.0204, -2.4962], [-0.4865, 3.8101, 0.9841], [-1.5535, 4.6716, -0.1516], [3.0682, 4.5197, -0.7581], [2.3006, 3.7132, 0.6174]],
  "forces_ev_per_a": [[-0.62, -0.24, -0.85], [0.00, 0.01, 0.00], [0.04, 0.05, -0.03], [0.03, 0.00, -0.02], [0.01, 0.03, -0.02], [-0.02, 0.03, 0.04], [-0.02, 0.02, -0.01], [-0.01, 0.02, 0.06], [0.03, -0.01, -0.04], [-0.01, 0.10, 0.03], [0.04, 0.03, 0.16], [0.06, 0.01, 0.21], [-0.03, -0.21, -0.12], [0.00, 0.06, 0.03], [0.16, 0.17, 0.14], [-0.04, 0.07, 0.03], [-0.05, -0.06, -0.04], [-0.02, -0.06, 0.05], [0.03, 0.06, 0.25], [0.02, 0.03, -0.09], [-0.01, -0.01, 0.00], [0.02, -0.01, 0.01], [0.00, 0.00, 0.01], [0.02, -0.06, -0.02], [-0.04, 0.00, 0.02], [-0.04, -0.03, 0.03], [-0.09, 0.04, -0.22], [0.10, 0.04, -0.03], [-0.08, -0.17, 0.21], [0.00, 0.00, 0.00], [-0.01, 0.00, 0.00], [0.00, -0.01, 0.00], [-0.01, 0.01, 0.00], [0.00, -0.01, 0.01], [-0.01, 0.02, 0.03], [0.00, 0.00, 0.00], [0.00, -0.02, 0.01], [0.00, 0.01, 0.03], [-0.01, 0.00, 0.01], [0.01, -0.01, 0.00], [-0.02, 0.04, 0.02], [0.03, -0.03, 0.01], [-0.05, 0.02, -0.03], [0.05, -0.02, -0.03], [-0.02, 0.01, 0.01], [-0.03, -0.02, 0.00], [0.05, 0.00, -0.02], [0.02, -0.01, -0.02], [0.35, 0.12, 0.00], [-0.04, 0.04, -0.02], [0.00, 0.01, 0.02], [0.01, 0.00, -0.01], [0.00, 0.01, 0.01], [0.12, -0.02, 0.17], [0.01, -0.03, -0.06], [0.00, -0.01, 0.00], [-0.01, 0.00, 0.01], [0.00, 0.00, 0.00], [-0.01, -0.01, 0.00], [0.00, -0.01, 0.00], [0.00, 0.00, 0.01], [0.00, 0.01, 0.00], [0.00, 0.02, 0.00], [-0.02, 0.00, 0.02], [0.00, 0.00, 0.00], [-0.06, -0.01, 0.02], [0.01, -0.01, 0.01], [0.01, 0.01, 0.00], [0.02, 0.00, 0.03], [-0.07, -0.06, -0.01], [0.01, -0.01, -0.01], [0.05, 0.04, -0.02], [-0.02, -0.01, 0.00], [0.00, -0.04, 0.01], [-0.03, 0.00, -0.02], [0.05, 0.07, 0.04], [-0.02, -0.09, -0.05], [-0.01, 0.02, -0.01], [0.05, 0.00, 0.00], [0.00, -0.04, 0.02], [0.01, 0.08, 0.02], [0.09, 0.12, 0.05], [0.00, 0.00, -0.01], [0.00, 0.00, -0.01], [0.00, 0.00, 0.00], [0.00, 0.00, 0.00], [-0.01, 0.00, 0.00], [0.00, 0.00, 0.00], [0.00, 0.01, 0.00], [0.00, 0.00, 0.01], [0.00, 0.01, 0.01], [0.00, 0.06, 0.01], [0.00, 0.01, 0.03], [0.00, 0.03, 0.02], [0.05, 0.04, 0.02], [-0.04, 0.00, -0.03], [-0.21, 0.14, 0.20], [0.23, -0.13, -0.14], [-0.01, -0.04, -0.01], [0.01, -0.11, -0.05], [-0.01, -0.01, 0.00], [0.01, 0.00, 0.00], [0.00, 0.00, 0.00], [0.00, 0.00, 0.00], [0.00, -0.01, 0.01], [-0.01, 0.00, 0.00], [0.01, -0.01, 0.00], [0.00, -0.01, 0.01], [0.01, -0.01, -0.01], [0.00, -0.01, -0.02], [0.00, -0.02, 0.00], [0.00, -0.03, -0.02], [0.01, -0.01, 0.00]],
  "total_charge": 2,
  "total_energy_ev": -73910.8128
}

---

{
  "formula": "C34H62BBr30ClO6",
  "method": "ωB97M-V/def2-TZVPD",
  "symbols": ["O", "C", "O", "C", "O", "C", "O", "B", "O", "O", "C", "Cl", "H", "H", "Br", "C", "C", "Br", "H", "H", "H", "H", "Br", "C", "C", "Br", "H", "H", "H", "H", "Br", "C", "C", "Br", "H", "H", "H", "H", "Br", "C", "C", "Br", "H", "H", "H", "H", "Br", "C", "C", "Br", "H", "H", "H", "H", "Br", "C", "C", "Br", "H", "H", "H", "H", "Br", "C", "C", "Br", "H", "H", "H", "H", "Br", "C", "C", "Br", "H", "H", "H", "H", "Br", "C", "C", "Br", "H", "H", "H", "H", "Br", "C", "C", "Br", "H", "H", "H", "H", "Br", "C", "C", "Br", "H", "H", "H", "H", "Br", "C", "C", "Br", "H", "H", "H", "H", "Br", "C", "C", "Br", "H", "H", "H", "H", "Br", "C", "C", "Br", "H", "H", "H", "H", "Br", "C", "C", "Br", "H", "H", "H", "H"],
  "positions_angstrom": [[7.9110, -5.9384, 0.8365], [6.9099, -5.4470, 0.4996], [6.5213, -4.1918, 0.7761], [5.2396, -3.9889, 0.3273], [4.6120, -3.0392, 0.5651], [4.8917, -5.2367, -0.4122], [3.6800, -5.3316, -1.0321], [2.8058, -5.7652, 0.0801], [1.8713, -5.0771, 0.7357], [3.0708, -7.0465, 0.4941], [5.8320, -6.1436, -0.3497], [5.8150, -7.6899, -0.9885], [2.0876, -4.1400, 0.7192], [3.5702, -6.9646, 1.3082], [10.7252, -6.8802, -3.5749], [8.8709, -7.0082, -4.1523], [8.1598, -5.6905, -4.0332], [7.6983, -5.2976, -2.1763], [8.4107, -7.7918, -3.5594], [8.9152, -7.3197, -5.1931], [7.2072, -5.7220, -4.5657], [8.7489, -4.8543, -4.3949], [-1.0354, -7.1393, 2.3999], [-1.3369, -5.2181, 2.4399], [-2.7841, -4.8872, 2.6832], [-3.8562, -5.1572, 1.0799], [-0.9620, -4.8237, 1.5026], [-0.7224, -4.8499, 3.2582], [-2.8995, -3.8348, 2.9280], [-3.2332, -5.4883, 3.4659], [6.2367, -4.2509, -6.4257], [6.4220, -2.5449, -5.5038], [7.3952, -1.6394, -6.2034], [9.2376, -2.1739, -5.8662], [6.7116, -2.7689, -4.4813], [5.4254, -2.1107, -5.5088], [7.3133, -0.6273, -5.8159], [7.2624, -1.6274, -7.2795], [-5.9227, -1.3229, 1.5824], [-6.9109, -2.5970, 0.4882], [-7.0763, -2.1219, -0.9309], [-8.4477, -0.7487, -1.0645], [-7.8577, -2.7644, 0.9901], [-6.3194, -3.5100, 0.5161], [-7.4245, -2.9338, -1.5664], [-6.1695, -1.7026, -1.3525], [2.3610, -1.1349, -4.3391], [0.9123, -1.5109, -3.0875], [1.4473, -1.7530, -1.7007], [2.2666, -3.5233, -1.5187], [0.3695, -2.3579, -3.4900], [0.2723, -0.6344, -3.1081], [0.6346, -1.7344, -0.9749], [2.2061, -1.0323, -1.4121], [5.5170, 2.2965, -6.4996], [4.8931, 2.7593, -4.7126], [5.8037, 2.1808, -3.6644], [5.4914, 0.2694, -3.4737], [3.8709, 2.4038, -4.6320], [4.8979, 3.8437, -4.6803], [5.6024, 2.6102, -2.6865], [6.8535, 2.3106, -3.9028], [4.7719, 7.1271, -5.5992], [3.2570, 6.9749, -4.3869], [3.6962, 6.9721, -2.9495], [4.4553, 5.2485, -2.4510], [2.7207, 6.0745, -4.6658], [2.6362, 7.8441, -4.5914], [2.8454, 7.1133, -2.2902], [4.4467, 7.7217, -2.7314], [1.6764, 6.8475, 0.3663], [2.9695, 8.1951, 0.9190], [2.5393, 9.5775, 0.5099], [2.8252, 9.8858, -1.3883], [3.9248, 7.9051, 0.4940], [3.0180, 8.1178, 2.0029], [3.1420, 10.3287, 1.0151], [1.4919, 9.7674, 0.7028], [-3.4976, 4.6986, 5.5485], [-1.6920, 4.6561, 4.8380], [-0.7391, 5.3704, 5.7534], [-0.9093, 7.3056, 5.6149], [-1.7362, 5.0782, 3.8404], [-1.4279, 3.6026, 4.7732], [0.2895, 5.1510, 5.4773], [-0.8925, 5.1230, 6.7959], [-3.8976, -2.7165, -2.4613], [-4.8912, -4.0036, -3.5279], [-5.0553, -3.5260, -4.9451], [-6.4212, -2.1462, -5.0687], [-5.8364, -4.1703, -3.0225], [-4.3020, -4.9171, -3.4966], [-5.4036, -4.3355, -5.5823], [-4.1439, -3.1066, -5.3597], [-11.7466, -2.7266, -3.0942], [-13.1746, -1.8298, -2.1239], [-12.6355, -0.9679, -1.0147], [-12.0814, -2.0317, 0.5147], [-13.8469, -2.6022, -1.7676], [-13.6846, -1.2197, -2.8656], [-13.4104, -0.3055, -0.6362], [-11.7749, -0.3805, -1.3168], [-1.9732, 1.9400, 7.9499], [-3.4223, 2.7957, 8.9249], [-2.9109, 3.6348, 10.0636], [-2.3661, 2.5382, 11.5758], [-4.0909, 2.0055, 9.2485], [-3.9275, 3.4193, 8.1905], [-3.6999, 4.2778, 10.4460], [-2.0544, 4.2404, 9.7896], [-3.3955, 0.2106, 4.4904], [-4.9635, -0.8281, 4.9804], [-4.6982, -1.6857, 6.1852], [-3.6387, -3.2498, 5.7242], [-5.2497, -1.3983, 4.1032], [-5.7355, -0.0935, 5.1979], [-5.6297, -2.0801, 6.5843], [-4.1627, -1.1623, 6.9703], [-3.3734, -2.0642, -8.2234], [-2.5853, -0.3474, -7.7539], [-1.3564, -0.5186, -6.9033], [-1.8253, -0.9685, -5.0702], [-3.3608, 0.2307, -7.2632], [-2.3303, 0.1199, -8.7020], [-0.8028, 0.4151, -6.8382], [-0.6970, -1.3014, -7.2611], [0.2355, 5.9074, 9.2311], [0.8581, 7.7320, 8.9610], [1.9730, 8.0799, 9.9092], [1.3061, 8.4272, 11.7024], [-0.0062, 8.3778, 9.0675], [1.2057, 7.7647, 7.9313], [2.4590, 9.0023, 9.6005], [2.7139, 7.2927, 9.9958]],
  "forces_ev_per_a": [[1.83, -0.42, 1.08], [-1.19, -1.90, -1.30], [0.33, 1.15, 0.76], [1.14, -2.24, -0.66], [-1.08, 1.79, 0.52], [-2.10, 0.61, -1.07], [0.03, -1.20, 2.13], [0.70, -1.69, -0.73], [0.26, 0.27, 0.86], [0.16, -0.10, -0.15], [0.66, 0.80, 1.28], [0.21, -0.29, 0.25], [-0.48, 0.46, -0.28], [-0.21, -0.58, 0.52], [-0.04, -0.04, 0.05], [0.27, 0.02, -0.05], [-0.30, -0.13, 0.08], [0.96, 0.54, -1.35], [-0.05, 0.02, 0.03], [-0.04, 0.05, -0.03], [0.27, -0.06, 0.21], [0.02, 0.00, -0.04], [0.01, 0.03, -0.07], [0.08, -0.22, 0.19], [-0.03, 0.21, -0.22], [-0.03, -0.07, 0.00], [-0.02, 0.03, -0.06], [-0.04, 0.04, 0.03], [0.03, 0.02, -0.01], [0.03, -0.05, 0.01], [-0.15, 0.13, -0.25], [-0.19, -0.07, -0.09], [0.21, 0.10, 0.14], [-0.01, -0.04, -0.06], [0.04, 0.03, 0.01], [-0.01, 0.04, -0.01], [-0.07, 0.00, 0.04], [-0.04, -0.04, -0.02], [-0.07, 0.00, -0.22], [0.21, -0.11, 0.02], [-0.27, 0.10, 0.02], [0.04, 0.09, -0.03], [-0.06, 0.03, -0.05], [0.04, 0.01, -0.02], [-0.02, -0.04, 0.05], [-0.03, -0.01, 0.09], [-0.25, -0.07, -0.08], [0.19, 0.15, 0.10], [-0.26, -0.50, 0.02], [-0.94, 3.08, -1.77], [-0.02, -0.05, 0.05], [0.04, 0.04, -0.01], [-0.05, 0.09, -0.08], [0.02, 0.01, -0.03], [-0.08, -0.08, -0.03], [0.15, 0.09, -0.31], [-0.12, -0.13, 0.07], [0.24, 0.05, 0.13], [0.01, -0.08, 0.06], [0.11, -0.03, -0.02], [-0.07, 0.00, 0.00], [0.01, 0.04, -0.05], [-0.02, -0.12, -0.01], [0.14, 0.24, -0.15], [-0.13, -0.31, 0.01], [0.02, 0.22, 0.27], [-0.03, -0.03, 0.05], [-0.02, 0.02, 0.06], [-0.04, -0.05, 0.00], [0.05, 0.01, -0.06], [0.06, 0.02, -0.03], [-0.20, -0.15, 0.13], [0.26, 0.10, -0.09], [-0.12, 0.19, 0.03], [0.03, 0.04, -0.03], [-0.01, 0.04, 0.00], [0.03, -0.03, 0.02], [-0.11, -0.04, 0.04], [-0.14, 0.07, -0.09], [-0.12, -0.21, 0.14], [0.18, 0.11, -0.21], [-0.02, 0.00, 0.05], [0.04, 0.08, -0.01], [0.01, -0.02, 0.06], [0.01, -0.02, -0.02], [-0.04, -0.06, 0.02], [0.08, -0.02, 0.11], [0.30, -0.03, 0.00], [-0.26, 0.01, -0.09], [0.08, 0.04, 0.02], [-0.06, 0.02, -0.04], [0.02, -0.01, -0.04], [0.00, -0.04, 0.03], [0.03, 0.01, 0.04], [-0.04, -0.05, 0.04], [0.15, 0.04, -0.24], [-0.09, -0.04, 0.24], [0.05, 0.00, -0.01], [-0.01, 0.00, 0.07], [0.00, 0.05, 0.02], [-0.04, -0.01, -0.04], [0.03, -0.03, -0.07], [0.01, -0.04, 0.05], [0.06, 0.10, -0.24], [-0.12, -0.12, 0.24], [0.07, 0.03, -0.04], [0.01, -0.01, 0.08], [0.03, 0.04, 0.00], [-0.03, 0.01, -0.04], [-0.02, 0.01, -0.05], [0.04, -0.04, -0.13], [0.04, 0.26, 0.09], [-0.10, -0.20, 0.02], [0.06, 0.02, 0.12], [0.02, -0.06, 0.13], [-0.02, -0.01, 0.05], [-0.04, 0.01, -0.03], [0.04, 0.05, -0.03], [-0.05, 0.03, 0.06], [0.01, -0.15, -0.21], [0.03, 0.18, 0.21], [-0.17, -0.09, -0.16], [0.01, 0.01, 0.06], [0.05, 0.00, 0.00], [-0.02, 0.03, -0.04], [-0.02, -0.03, -0.05], [0.02, 0.03, 0.11], [0.08, -0.16, -0.15], [-0.08, 0.20, 0.18], [0.03, -0.07, 0.00], [-0.01, 0.03, 0.04], [0.01, 0.01, 0.00], [-0.02, 0.00, -0.06], [-0.01, -0.05, -0.04]],
  "total_energy_ev": -2163025.7241
}

---

HOMO-LUMO gap (eV)
8.614; 8.912